9
Properties=species:S:1:pos:R:3:forces:R:3 method="wB97M-V/def2-TZVPD" multiplicity=2 relative_energy_ev=2.057 gap_ev="5.3 / 4.9" e_homo_ev="-7.01 / -6.69"
O 2.29161 -0.86522 0.20357 2.471 -0.442 1.568
C 1.40862 -0.48617 -0.76000 -1.819 0.919 0.446
C 0.11821 -0.91080 -0.79260 -0.011 1.115 -0.682
Li 3.30973 0.35620 1.27090 -0.883 -0.838 -0.871
Li 1.93035 -2.57952 -0.24852 -0.446 0.749 -0.190
H -0.11144 -1.72146 -0.05993 0.125 0.296 0.084
H 1.81267 0.37463 -1.32225 -0.493 -0.448 -0.287
Cu -1.52566 1.08553 -1.19808 0.309 0.217 -1.332
O -2.31638 2.69159 -2.25647 0.747 -1.568 1.263

7
Properties=species:S:1:pos:R:3:forces:R:3 method="wB97M-V/def2-TZVPD" multiplicity=6 relative_energy_ev=1.902 gap_ev="8.1 / 8.8" e_homo_ev="-19.07 / -19.69" charge=+2
O -0.87694 0.98850 0.36804 3.313 0.646 0.848
C 0.34416 0.80549 0.49779 -5.619 1.406 -0.877
C 0.92893 -0.48159 0.27467 1.240 -2.263 -1.451
H 1.41177 -0.88059 1.18051 -0.870 -0.430 0.087
F 1.91977 -0.49114 -0.66862 -2.004 -0.084 0.757
Dy -2.95556 -0.17478 -0.21216 0.580 0.275 0.104
H -0.50739 -1.13167 -0.10133 3.359 0.451 0.532

7
Properties=species:S:1:pos:R:3:forces:R:3 method="wB97M-V/def2-TZVPD" multiplicity=4 relative_energy_ev=3.654 gap_ev="5.8 / 6.0" e_homo_ev="-18.11 / -18.17" charge=+2
C -0.88447 0.01566 0.19599 -6.273 3.186 -3.440
C 0.15773 -0.76983 -0.00160 3.890 -0.764 0.587
O -1.10143 1.29010 -0.01826 -1.659 -0.599 0.690
H -0.09038 -1.83129 -0.09305 0.215 0.070 0.134
H -2.22949 1.26376 -0.19747 3.743 0.271 0.747
Er 2.45557 -0.06540 -0.05644 -3.448 -0.870 0.104
F -2.42157 -0.35516 -0.03714 3.531 -1.293 1.178

8
Properties=species:S:1:pos:R:3:forces:R:3 method="wB97M-V/def2-TZVPD" multiplicity=8 relative_energy_ev=1.749 gap_ev="5.0 / 5.1" e_homo_ev="-9.82 / -9.85" charge=+1
O 3.72364 1.99283 0.74615 -1.039 0.046 -0.252
C 4.81455 1.41789 0.84115 0.080 -0.848 -0.130
C 4.99880 0.03761 0.45806 0.180 0.867 0.237
O 3.37257 -0.56754 -0.19731 -0.535 0.095 -0.059
Li 3.24123 -2.16130 -0.90204 0.423 0.211 0.211
Eu 1.64652 0.91997 -0.07821 2.352 -0.176 0.478
H 5.34628 -0.55886 1.31865 -0.728 -0.073 -0.197
H 5.80646 -0.03382 -0.29038 -0.732 -0.123 -0.287

9
Properties=species:S:1:pos:R:3:forces:R:3 method="wB97M-V/def2-TZVPD" relative_energy_ev=1.248 smiles=O[C@H](I)C(F)(F)I gap_ev=9.6 e_homo_ev=-9.66
O 0.81453 -1.12809 -0.94823 0.397 -0.491 1.697
C 0.79194 0.10912 -0.28263 -3.083 -0.703 1.801
I 2.12735 0.49066 1.40743 -0.304 -0.494 -0.364
C -0.91265 0.38648 0.32064 2.801 -0.078 -0.468
F -0.98756 1.72262 0.45259 -0.426 -0.332 -0.327
F -1.30281 -0.12467 1.52080 0.869 0.079 -0.910
I -2.08954 -0.51415 -1.21455 -0.661 0.398 0.045
H 0.56091 -1.96714 -0.37628 0.762 2.953 -1.187
H 0.99782 1.02518 -0.87977 -0.356 -1.331 -0.286

8
Properties=species:S:1:pos:R:3:forces:R:3 method="wB97M-V/def2-TZVPD" relative_energy_ev=5.281 smiles="F/N=C/C=N/F" gap_ev="9.0 / 9.0" e_homo_ev="-10.48 / -10.19"
F 2.54997 -0.21143 -1.20015 0.204 -0.513 -0.293
N 1.18349 -0.41230 -1.40959 -0.688 0.689 1.926
C 0.64187 -0.28942 -0.22792 -0.756 -0.368 -2.740
C -0.76985 -0.09328 -0.05477 -1.619 2.810 6.567
N -0.93464 0.45721 1.38195 1.205 -2.724 -6.675
F -2.20267 0.88189 1.56740 -0.484 -0.081 -0.176
H 1.19618 -0.24611 0.66309 0.997 0.304 0.945
H -1.66435 -0.08656 -0.72001 1.141 -0.117 0.446

9
Properties=species:S:1:pos:R:3:forces:R:3 method="wB97M-V/def2-TZVPD" relative_energy_ev=0.729 gap_ev=7.0 e_homo_ev=-3.82 charge=-1
C -2.04465 -0.29009 -0.53911 1.594 -3.337 -0.323
C 1.14914 -0.14409 0.16691 -0.478 -1.283 -1.449
N 0.27277 0.11732 1.08986 0.128 -1.889 -0.982
O -1.59138 -1.31091 -0.85924 -0.429 1.111 -0.240
F 0.85808 0.63005 -1.27679 0.040 0.459 0.119
F 2.47986 0.17326 0.29332 1.264 1.362 0.669
S -2.77739 0.91501 0.02964 -1.207 2.202 0.520
H 1.30801 -1.09072 -0.43107 -1.457 0.270 1.357
H 0.34556 1.00017 1.52647 0.545 1.104 0.328

7
Properties=species:S:1:pos:R:3:forces:R:3 method="wB97M-V/def2-TZVPD" relative_energy_ev=1.616 smiles="O=CC(F)F" gap_ev=10.3 e_homo_ev=-10.33
O 1.71953 0.62022 -0.64473 -3.258 -4.881 3.827
C 0.93426 -0.19554 -0.01218 1.656 3.693 -4.138
C -0.65210 0.20463 0.06123 3.431 -2.130 4.303
F -1.16328 1.31589 -0.33005 0.431 2.993 -0.222
F -1.21920 -0.67095 -0.72888 -1.153 -2.634 -0.422
H 1.10677 -1.35596 0.38854 0.078 2.984 -0.870
H -0.72597 0.08172 1.26607 -1.186 -0.025 -2.478

9
Properties=species:S:1:pos:R:3:forces:R:3 method="wB97M-V/def2-TZVPD" relative_energy_ev=0.955 gap_ev=7.2 e_homo_ev=-2.84 charge=-1
C -2.91495 0.75640 -0.17428 3.821 -0.712 1.177
C -1.47431 -0.72528 0.28843 -2.574 1.966 -2.349
O -2.33496 1.81369 -0.16703 -0.560 0.441 -0.241
O -3.89965 0.13526 -0.32264 -2.196 -0.551 -0.457
F -1.33572 -1.31092 -1.01796 0.744 0.114 0.647
F -2.08602 -1.67701 0.98819 -0.511 -1.476 1.203
P 0.11132 -0.23223 0.98316 1.133 -1.090 0.903
H -0.43585 0.46532 2.08314 -0.177 -0.234 0.197
H 0.04609 0.91935 0.29629 0.319 1.543 -1.079

7
Properties=species:S:1:pos:R:3:forces:R:3 method="wB97M-V/def2-TZVPD" relative_energy_ev=0.827 gap_ev=9.7 e_homo_ev=-17.23 charge=+1
C -0.88923 -0.14831 -0.06625 2.239 1.191 -1.273
C -0.79572 0.46318 -1.11735 0.558 -0.076 1.326
F 1.32257 0.85022 1.41563 -1.028 -1.840 0.180
F 1.77272 -0.96763 0.06837 -0.019 -0.630 -0.064
P 0.79153 -0.65310 1.20962 1.064 2.770 -0.537
H -1.59122 -0.73198 0.32056 -3.034 -2.399 1.910
H -0.61065 1.18762 -1.83058 0.221 0.984 -1.542

12
Properties=species:S:1:pos:R:3:forces:R:3 method="wB97M-V/def2-TZVPD" gap_ev=8.8 e_homo_ev=-14.71 charge=+1
S 0.71983 -0.12048 0.59628 1.196 -0.059 0.379
O -0.37162 0.97751 0.54143 2.477 1.255 2.307
O 0.28108 -1.03735 -0.57339 3.387 -1.302 1.324
C 2.17721 0.78466 -0.18092 0.542 0.204 0.122
F 2.49549 1.81377 0.59091 -0.232 -0.123 0.047
F 3.20734 -0.04626 -0.24721 -0.249 -0.134 0.041
F 1.87907 1.21629 -1.39165 -0.326 -0.025 -0.179
C -2.85891 -2.24395 0.01289 -0.221 -0.641 -0.464
O -2.83134 -1.06378 -0.30289 -4.094 -2.787 1.238
Hg -1.37207 0.05658 -0.89884 -2.634 3.064 -5.068
H -2.04888 -2.93858 -0.27259 -0.063 0.258 0.197
H -3.74377 -2.65983 0.51979 0.217 0.290 0.056

9
Properties=species:S:1:pos:R:3:forces:R:3 method="wB97M-V/def2-TZVPD" relative_energy_ev=2.990 smiles="O=C(P)C(F)(F)F" gap_ev="9.0 / 9.0" e_homo_ev="-10.56 / -10.58"
O 0.77088 -0.34793 1.82017 -4.172 1.117 -8.738
C 0.10205 -0.22217 0.45629 6.037 -1.093 7.839
P -1.19892 -1.32613 0.17390 0.009 -1.323 1.736
C 0.84215 0.60350 -0.57059 -0.012 1.369 -1.213
F 0.77157 0.16805 -1.88588 -0.361 -0.214 1.644
F 0.22851 1.79741 -0.53519 -0.753 0.357 -0.236
F 2.09713 0.87321 -0.33650 0.805 -0.763 0.428
H -2.00293 -0.59256 -0.62113 -0.980 1.046 -0.782
H -1.61045 -0.95337 1.49894 -0.573 -0.496 -0.678

10
Properties=species:S:1:pos:R:3:forces:R:3 method="wB97M-V/def2-TZVPD" relative_energy_ev=4.166 gap_ev="10.3 / 8.0" e_homo_ev="-10.86 / -9.66"
C -0.81226 0.51737 0.87696 -1.073 -0.475 3.733
C 1.04695 -0.99470 -0.97086 -1.122 3.066 1.717
N -0.93386 0.45908 -0.49935 1.084 -1.330 -0.326
F -1.31863 1.67389 1.43742 -0.926 0.836 -0.915
F 0.45352 0.58412 1.40629 0.821 -0.371 -0.532
F 1.23577 -1.37685 0.31106 0.194 -0.506 -3.216
F 2.04100 -0.24702 -1.47115 -1.299 -1.684 0.791
F 0.47952 -1.79013 -1.81776 0.928 -0.113 0.867
H -1.37341 -0.24618 1.52240 0.906 0.231 -1.589
H -0.81858 1.42043 -0.79502 0.489 0.345 -0.528

9
Properties=species:S:1:pos:R:3:forces:R:3 method="wB97M-V/def2-TZVPD" relative_energy_ev=4.035 gap_ev="7.4 / 7.2" e_homo_ev="-12.52 / -12.49" charge=+1
F -1.44590 -0.23033 1.07790 1.563 -0.689 0.098
C -0.37595 0.06306 0.20391 -1.895 2.798 0.513
C -0.06640 1.39698 0.22033 -1.270 -1.093 -0.258
H -0.00748 1.93867 -0.72717 1.509 -0.244 0.216
H -0.33855 2.02699 1.07827 -0.146 -0.428 -0.316
O 0.90556 -0.68923 2.35154 6.928 -3.785 -3.080
O 2.13618 -1.36419 1.77950 -6.732 3.690 3.191
Li -0.52719 -1.99604 -4.45740 0.063 0.020 0.383
In -0.28027 -1.14591 -1.52687 -0.020 -0.268 -0.746

9
Properties=species:S:1:pos:R:3:forces:R:3 method="wB97M-V/def2-TZVPD" relative_energy_ev=1.783 smiles="[H]/N=c1/[nH]nc(F)o1" gap_ev=9.6 e_homo_ev=-8.87
H -3.00880 -0.74948 0.36242 3.271 1.769 -3.830
N -2.31815 -0.52033 -0.64272 0.686 -0.034 3.320
C -1.06169 -0.12658 -0.46942 -3.547 -2.114 0.900
N 0.03594 -0.45882 -1.18502 -1.943 -0.037 -1.772
N 1.17055 -0.28685 -0.57459 3.171 0.424 1.826
C 0.85636 0.20081 0.55073 1.179 1.438 -0.114
F 1.74124 0.70539 1.45127 -2.101 -0.991 -1.279
O -0.46622 0.46637 0.61813 -0.235 0.469 2.506
H 0.08103 -0.91338 -2.04050 -0.481 -0.924 -1.557

7
Properties=species:S:1:pos:R:3:forces:R:3 method="wB97M-V/def2-TZVPD" relative_energy_ev=6.619 gap_ev=10.5 e_homo_ev=-10.14
C -0.66267 0.50985 0.53595 -1.125 -1.120 -0.134
C -0.28403 -0.39420 -0.53681 3.127 2.146 2.918
N -0.61588 1.00007 -0.64759 0.627 0.130 1.070
O 1.51556 -0.81896 -0.36088 -4.146 -1.080 -2.569
F 1.95083 0.07270 0.54804 0.506 1.710 1.714
H -1.09713 0.68937 1.60244 1.165 -0.082 -2.261
H -0.80668 -1.05883 -1.14115 -0.153 -1.704 -0.739

7
Properties=species:S:1:pos:R:3:forces:R:3 method="wB97M-V/def2-TZVPD" relative_energy_ev=0.274 smiles="O=CF.C#N" gap_ev=13.1 e_homo_ev=-12.15
O 0.67827 1.83167 -0.78263 0.492 2.582 1.550
C 0.61874 0.74613 -1.15159 0.055 -2.446 -1.013
F 1.30090 -0.30104 -0.60939 -0.260 0.591 -0.127
H 0.03736 0.44170 -2.00378 -0.270 -0.748 -0.418
C -0.84464 -0.97358 1.61951 -0.749 -0.146 -1.550
N -1.33840 -1.59288 0.78514 0.290 -0.085 0.721
H -0.45222 -0.15200 2.14274 0.442 0.252 0.835

7
Properties=species:S:1:pos:R:3:forces:R:3 method="wB97M-V/def2-TZVPD" relative_energy_ev=5.110 smiles="FO[C@H]1C=N1" gap_ev=10.9 e_homo_ev=-10.93
F -1.23037 0.39178 2.05692 0.758 -0.093 -1.658
O -0.35599 0.88737 0.95156 -0.264 0.253 0.023
C -0.33448 0.04609 -0.18359 -1.392 0.046 1.404
C 0.99411 -0.22407 -0.69952 -1.873 0.020 0.612
N 0.52425 -1.15182 -0.01192 0.489 -0.525 -0.413
H -1.30755 -0.05421 -0.72540 1.038 0.112 0.537
H 1.71004 0.10486 -1.38805 1.242 0.188 -0.505

8
Properties=species:S:1:pos:R:3:forces:R:3 method="wB97M-V/def2-TZVPD" relative_energy_ev=5.237 gap_ev=10.9 e_homo_ev=-10.97
C 0.83454 0.99404 -0.38573 -1.062 0.217 -1.139
C -0.30062 0.33567 -0.33491 -0.383 -1.433 1.200
N -0.56812 -1.18820 0.71917 0.721 1.757 -2.007
O 0.40203 -1.56800 1.34160 -1.444 0.594 -0.590
O -1.63865 -1.71125 0.52321 1.187 0.567 0.577
F -1.38384 0.58830 -1.02726 0.146 -0.652 0.241
H 1.08311 1.75103 -1.14266 -0.669 -0.270 0.406
H 1.57155 0.79840 0.30657 1.505 -0.779 1.312

8
Properties=species:S:1:pos:R:3:forces:R:3 method="wB97M-V/def2-TZVPD" relative_energy_ev=0.875 gap_ev=12.0 e_homo_ev=-11.69
C 0.17111 0.54057 0.41329 -2.479 -0.522 0.145
C -2.01087 -1.28277 -0.11082 1.188 -1.205 0.035
N -0.88565 1.06512 0.71232 0.819 1.528 0.269
O 0.84888 -0.33845 0.10466 1.925 -0.455 -0.236
O -2.91731 -0.64386 -0.17049 -1.636 0.797 -0.199
F 3.31063 -0.51539 -1.10013 -1.804 -1.060 1.282
H 2.55470 -0.88466 -0.59290 1.874 1.140 -1.341
H -1.07148 2.05943 0.74406 0.111 -0.224 0.045